*a*
The following is a DFT calculation (the ωB97M-V functional and the def2-TZVPD basis) of a cluster of 11 separate species, C23H68O11 in total.

```
! wB97M-V def2-TZVPD RIJCOSX def2/J DEFGRID3
* xyz 0 1
C -0.448 -4.429 0.123
C 0.252 -3.073 0.410
C -0.607 -1.961 -0.099
O 0.545 -2.831 1.772
H -0.721 -4.332 -0.920
H -1.365 -4.439 0.768
H 0.265 -5.289 0.392
H 1.264 -3.113 0.000
H -0.694 -1.860 -1.172
H -0.191 -1.026 0.339
H -1.576 -1.969 0.369
H 1.389 -2.438 1.845
C -4.522 -3.415 2.316
C -5.233 -2.123 2.799
O -4.312 -1.069 3.216
H -4.173 -3.333 1.295
H -5.194 -4.313 2.392
H -3.550 -3.648 2.908
H -5.907 -2.320 3.611
H -5.817 -1.691 1.921
H -3.412 -1.458 3.461
C 1.230 -0.610 -4.982
C 0.821 -1.598 -3.906
O 1.844 -1.712 -2.925
H 2.230 -0.852 -5.348
H 1.161 0.377 -4.701
H 0.507 -0.794 -5.891
H 0.778 -2.631 -4.196
H -0.065 -1.328 -3.394
H 1.909 -0.878 -2.383
C 3.577 2.230 0.247
C 2.400 1.327 -0.165
O 2.720 0.422 -1.208
H 3.876 2.804 -0.588
H 4.412 1.625 0.602
H 3.240 2.987 0.991
H 1.536 1.862 -0.500
H 1.944 0.712 0.703
H 3.148 -0.316 -0.732
C -1.486 -0.001 4.875
C -0.608 -0.701 3.846
O -1.465 -1.610 3.098
H -0.958 0.819 5.355
H -1.918 -0.747 5.545
H -2.291 0.472 4.254
H 0.179 -1.332 4.273
H -0.160 -0.004 3.159
H -0.831 -2.181 2.639
C 0.020 5.504 2.257
C -0.427 4.089 2.482
O 0.327 3.279 1.617
H -0.384 5.958 1.347
H 1.114 5.453 2.213
H -0.285 6.196 3.069
H -1.477 3.934 2.373
H -0.118 3.835 3.505
H -0.169 2.462 1.358
C -4.405 0.075 -2.206
C -5.545 -0.043 -1.207
O -5.958 1.158 -0.591
H -4.068 -0.944 -2.407
H -3.517 0.574 -1.779
H -4.499 0.555 -3.130
H -5.353 -0.816 -0.402
H -6.452 -0.355 -1.665
H -5.283 1.486 0.008
C 5.555 -0.894 -3.233
C 5.521 -2.371 -3.255
O 4.296 -2.867 -2.833
H 5.539 -0.575 -2.191
H 4.699 -0.564 -3.803
H 6.431 -0.514 -3.682
H 6.343 -2.744 -2.669
H 5.796 -2.674 -4.307
H 3.504 -2.283 -3.079
C -3.394 3.114 0.788
C -2.757 1.907 1.374
O -3.693 0.748 1.342
H -2.674 3.908 0.570
H -4.252 3.549 1.363
H -3.797 2.866 -0.151
H -2.497 2.014 2.399
H -1.960 1.524 0.743
H -3.911 0.335 2.247
C 4.896 -2.494 2.255
C 4.967 -1.882 0.819
O 3.627 -1.850 0.310
H 4.565 -3.528 2.187
H 4.177 -2.030 2.941
H 5.975 -2.530 2.703
H 5.590 -2.343 0.085
H 5.238 -0.852 0.993
H 3.380 -2.627 -0.173
C 0.015 3.600 -4.029
C -0.027 4.063 -2.521
O 1.258 4.479 -2.092
H 0.880 2.940 -4.131
H -0.015 4.482 -4.641
H -0.790 2.890 -4.225
H -0.328 3.230 -1.888
H -0.672 4.859 -2.349
H 1.275 4.499 -1.125
*
```

Results
SMILES: CC(C)O.CCO.CCO.CCO.CCO.CCO.CCO.CCO.CCO.CCO.CCO
HOMO-LUMO gap in eV: 10.2
LUMO level in eV: 0.5

Here are the Mulliken charges for atoms 1 to 6, given in e: atom 1 (C): -1.295, atom 2 (C): 1.305, atom 3 (C): -0.700, atom 4 (O): -0.607, atom 5 (H): 0.361, atom 6 (H): 0.225

---

*b*
The following is a DFT calculation (the ωB97M-V functional and the def2-TZVPD basis) of a cluster of 11 separate species, C23H68O11 in total.

```
! wB97M-V def2-TZVPD RIJCOSX def2/J DEFGRID3
* xyz 0 1
C -6.772 34.369 -5.593
O -6.008 35.565 -5.633
H -6.371 33.611 -6.137
H -7.778 34.509 -6.072
H -6.835 34.227 -4.513
H -5.850 35.964 -4.745
C -10.350 29.933 -6.856
O -10.021 28.787 -7.594
H -10.949 30.643 -7.372
H -9.453 30.475 -6.586
H -10.948 29.582 -6.043
H -9.345 29.042 -8.247
C -7.412 31.345 -8.129
O -8.366 30.697 -8.865
H -7.654 32.353 -7.822
H -6.406 31.465 -8.570
H -7.183 30.788 -7.240
H -7.974 30.442 -9.712
C -5.588 34.924 -8.767
O -5.474 35.025 -10.135
H -4.625 35.108 -8.211
H -5.660 33.911 -8.347
H -6.384 35.538 -8.310
H -4.610 34.794 -10.355
C -3.299 29.171 -9.408
O -4.499 29.231 -8.640
H -2.838 30.100 -9.485
H -3.583 28.892 -10.400
H -2.714 28.493 -8.792
H -4.187 29.359 -7.665
C -3.647 31.961 -7.265
C -3.592 30.894 -6.255
C -5.040 30.479 -5.908
O -2.927 29.857 -6.495
H -4.253 31.740 -8.173
H -2.692 32.535 -7.505
H -4.343 32.697 -6.894
H -3.318 31.435 -5.396
H -5.195 30.021 -4.922
H -5.409 29.775 -6.587
H -5.757 31.353 -5.834
H -2.736 29.538 -5.587
C -7.672 32.848 -11.242
C -6.799 31.822 -11.922
C -5.358 31.757 -11.375
O -7.263 30.688 -11.980
H -8.768 32.731 -11.342
H -7.366 33.776 -11.663
H -7.517 32.870 -10.145
H -6.637 32.177 -13.018
H -4.666 31.483 -12.218
H -5.279 31.111 -10.474
H -4.937 32.684 -11.044
H -6.700 30.138 -11.423
C -12.066 32.440 -11.708
C -12.124 31.159 -10.988
C -10.810 30.379 -10.976
O -12.298 31.289 -9.738
H -11.320 33.137 -11.334
H -13.004 32.929 -11.601
H -11.994 32.273 -12.797
H -12.843 30.429 -11.314
H -10.592 30.083 -11.944
H -10.664 29.546 -10.274
H -10.027 31.113 -10.877
H -11.638 31.870 -9.268
C -7.831 27.452 -2.928
C -7.293 28.702 -3.538
C -7.987 28.957 -4.775
O -7.464 29.690 -2.705
H -7.428 27.219 -1.976
H -7.708 26.615 -3.618
H -8.977 27.498 -2.878
H -6.197 28.706 -3.761
H -8.961 28.608 -4.832
H -7.502 28.368 -5.589
H -7.802 29.961 -5.158
H -7.051 30.469 -2.919
C -7.432 27.414 -8.449
C -6.986 27.710 -9.848
C -8.016 27.588 -10.897
O -6.479 28.780 -10.155
H -7.256 28.217 -7.725
H -6.869 26.565 -8.213
H -8.475 27.215 -8.485
H -6.351 26.860 -10.029
H -8.354 26.585 -10.958
H -7.594 27.776 -11.887
H -8.858 28.190 -10.703
H -5.607 28.887 -9.702
C -9.161 34.737 -8.529
C -10.045 33.726 -7.800
C -11.297 34.377 -7.275
O -10.289 32.662 -8.459
H -9.010 35.692 -8.115
H -9.284 34.908 -9.615
H -8.150 34.329 -8.684
H -9.466 33.409 -7.007
H -10.952 35.184 -6.595
H -11.978 33.704 -6.691
H -11.919 34.818 -8.174
H -9.439 32.289 -8.628
*
```

Results
SMILES: CC(C)O.CC(C)O.CC(C)O.CC(C)O.CC(C)O.CC(C)O.CO.CO.CO.CO.CO
HOMO-LUMO gap in eV: 8.2
LUMO level in eV: -0.2

Here are the Mulliken charges for atoms 1 to 6, given in e: atom 1 (C): 0.410, atom 2 (O): -0.571, atom 3 (H): -0.653, atom 4 (H): -0.077, atom 5 (H): 0.567, atom 6 (H): 0.331

---

Stability ranking, top entry: *a*; the second entry is 7.272 eV less favorable.

---

*a*
The following is a DFT calculation (the ωB97M-V functional and the def2-TZVPD basis) of a cluster of 2 separate species, C6H9F in total.

```
! wB97M-V def2-TZVPD RIJCOSX def2/J DEFGRID3
* xyz 0 1
C -1.739 1.590 0.322
C 2.447 0.478 0.483
C -1.360 0.485 -0.329
C 1.504 0.689 -0.379
C -0.431 -1.902 -0.426
C -0.496 -0.542 0.174
F -0.280 -0.555 1.518
H -2.351 2.339 -0.150
H -1.439 1.780 1.337
H 3.413 0.975 0.439
H 2.331 -0.204 1.314
H -1.660 0.343 -1.361
H 1.350 1.283 -1.249
H -0.577 -1.854 -1.502
H -1.229 -2.517 0.012
H 0.518 -2.388 -0.204
*
```

Results
HOMO-LUMO gap (alpha / beta) in eV: 8.1 / 8.0
LUMO level (alpha / beta) in eV: 0.3 / 0.4

Here are the natural (NBO) charges for atoms 1 to 6, given in e: atom 1 (C): -0.376, atom 2 (C): -0.497, atom 3 (C): -0.301, atom 4 (C): -0.154, atom 5 (C): -0.683, atom 6 (C): 0.463

---

*b*
The following is a DFT calculation (the ωB97M-V functional and the def2-TZVPD basis) of an isolated molecule of C6H9F.

```
! wB97M-V def2-TZVPD RIJCOSX def2/J DEFGRID3
* xyz 0 1
C 1.743 -0.278 2.049
C 0.749 -0.998 2.472
C 0.468 0.041 1.433
C -1.150 -0.595 -0.635
C 0.582 1.216 -0.899
C 0.192 -0.134 -0.303
F -0.105 1.222 1.814
H 2.760 0.047 2.255
H 0.313 -1.737 3.037
H -1.891 -0.968 0.203
H -1.217 -1.585 -1.223
H -1.802 0.031 -1.248
H 1.159 1.928 -0.246
H -0.318 1.772 -1.197
H 1.165 1.064 -1.812
H 0.932 -0.951 -0.580
*
```

Results
SMILES: CC(C)C1(F)C=C1
HOMO-LUMO gap in eV: 10.7
LUMO level in eV: 1.1

Here are the natural (NBO) charges for atoms 1 to 6, given in e: atom 1 (C): -0.198, atom 2 (C): -0.193, atom 3 (C): 0.321, atom 4 (C): -0.644, atom 5 (C): -0.620, atom 6 (C): -0.246

---

Stability ranking, top entry: *b*; the second entry is 0.670 eV less favorable.

---

*a*
The following is a DFT calculation (the ωB97M-V functional and the def2-TZVPD basis) of an isolated molecule of C9H14N2O2S.

```
! wB97M-V def2-TZVPD RIJCOSX def2/J DEFGRID3
* xyz 0 1
C -2.805 -0.310 1.115
C -1.639 0.703 0.761
C -4.962 0.066 -0.089
C -1.403 -1.505 -1.170
C 0.056 -2.247 0.710
C 1.010 1.954 1.359
C 0.490 1.926 -1.162
C -0.306 -1.103 -0.325
C 0.761 1.049 0.133
N -3.905 0.021 0.447
N -0.398 0.227 0.329
O -2.866 -1.099 1.993
O -1.867 1.842 1.079
S -6.292 0.125 -0.908
H -1.473 -0.817 -2.007
H -1.169 -2.446 -1.559
H -2.457 -1.552 -0.652
H -0.880 -2.633 1.067
H 0.662 -1.924 1.521
H 0.807 -2.936 0.213
H 1.123 1.323 2.236
H 1.872 2.525 1.293
H 0.157 2.606 1.479
H -0.064 1.315 -1.791
H 1.499 2.308 -1.532
H -0.104 2.845 -1.011
H 0.704 -0.911 -0.824
H 1.605 0.396 0.161
*
```

Results
SMILES: CC(C)N(C(=O)C(=O)N=C=S)C(C)C
HOMO-LUMO gap in eV: 9.2
LUMO level in eV: -0.3

Here are the natural (NBO) charges for atoms 1 to 6, given in e: atom 1 (C): 0.607, atom 2 (C): 0.611, atom 3 (C): 0.301, atom 4 (C): -0.627, atom 5 (C): -0.626, atom 6 (C): -0.615

---

*b*
The following is a DFT calculation (the ωB97M-V functional and the def2-TZVPD basis) of an isolated molecule of C9H14N2O2S.

```
! wB97M-V def2-TZVPD RIJCOSX def2/J DEFGRID3
* xyz 0 1
O 1.417 -1.170 -1.023
S -1.723 0.615 1.616
O 0.251 0.742 -0.407
C 0.537 -0.606 -0.361
C -1.272 -0.958 1.360
C -0.185 -2.835 0.487
C -1.142 -3.244 1.407
N -0.238 -1.434 0.463
N -1.971 -2.126 1.636
C -3.154 -2.186 2.423
C 2.630 1.467 -0.669
C 0.959 1.627 -2.588
C 0.585 3.181 -0.615
C 1.094 1.728 -1.054
H 0.557 -3.564 0.077
H -1.208 -4.290 1.802
H -3.973 -2.239 1.700
H -3.205 -1.305 3.022
H -3.115 -3.060 3.091
H 2.902 1.440 0.332
H 3.029 0.678 -1.282
H 3.215 2.269 -1.063
H -0.088 1.817 -2.833
H 1.250 0.630 -2.893
H 1.642 2.330 -3.056
H -0.527 3.096 -0.586
H 0.745 3.929 -1.336
H 0.988 3.468 0.351
*
```

Results
SMILES: Cn1ccn(C(=O)OC(C)(C)C)c1=S
HOMO-LUMO gap in eV: 8.6
LUMO level in eV: 0.7

Here are the natural (NBO) charges for atoms 1 to 6, given in e: atom 1 (O): -0.623, atom 2 (S): -0.163, atom 3 (O): -0.516, atom 4 (C): 0.930, atom 5 (C): 0.242, atom 6 (C): -0.058

---

Stability ranking, top entry: *b*; the second entry is 0.757 eV less favorable.

---

*a*
The following is a DFT calculation (the ωB97M-V functional and the def2-TZVPD basis) of an isolated molecule of C5H15N3.

```
! wB97M-V def2-TZVPD RIJCOSX def2/J DEFGRID3
* xyz 0 1
N -1.819 1.937 0.169
C -0.397 2.211 -0.104
C 0.385 2.532 1.169
C 0.178 0.992 -0.826
N -0.329 -0.238 -0.269
C 0.626 -1.353 -0.204
C -0.136 -2.690 -0.224
N 0.704 -3.868 -0.005
H -1.897 1.274 0.927
H -2.321 2.775 0.443
H -0.448 3.059 -0.779
H 0.521 1.616 1.745
H 1.414 2.851 0.956
H -0.121 3.309 1.728
H 1.266 0.932 -0.736
H 0.013 1.123 -1.898
H -1.204 -0.575 -0.638
H 1.247 -1.250 0.691
H 1.234 -1.359 -1.120
H -0.532 -2.741 -1.234
H -0.962 -2.690 0.474
H 1.097 -4.181 -0.879
H 1.480 -3.667 0.613
*
```

Results
SMILES: C[C@H](N)CNCCN
HOMO-LUMO gap in eV: 9.6
LUMO level in eV: 1.1

Here are the natural (NBO) charges for atoms 1 to 6, given in e: atom 1 (N): -0.845, atom 2 (C): -0.054, atom 3 (C): -0.627, atom 4 (C): -0.216, atom 5 (N): -0.656, atom 6 (C): -0.215

---

*b*
The following is a DFT calculation (the ωB97M-V functional and the def2-TZVPD basis) of an isolated molecule of C5H15N3.

```
! wB97M-V def2-TZVPD RIJCOSX def2/J DEFGRID3
* xyz 0 1
N 1.019 -2.024 -1.453
C 1.127 -2.069 0.032
C -0.113 -1.724 0.766
N -0.288 -0.210 1.087
C -1.740 1.696 1.103
C -1.097 0.646 0.177
C -0.237 1.361 -0.871
N 1.077 2.006 -0.655
H 0.621 -1.093 -1.756
H 1.993 -2.101 -1.866
H 1.297 -3.153 0.408
H 2.073 -1.763 0.354
H -0.926 -2.160 0.191
H -0.017 -2.056 1.823
H 0.725 0.205 1.095
H -2.841 1.749 0.754
H -1.462 2.694 0.865
H -1.697 1.467 2.092
H -1.678 -0.105 -0.458
H 0.132 0.808 -1.840
H -0.833 2.271 -1.254
H 1.738 1.275 -0.837
H 1.126 2.280 0.244
*
```

Results
SMILES: C[C@@H](CN)NCCN
HOMO-LUMO gap in eV: 9.6
LUMO level in eV: 0.9

Here are the natural (NBO) charges for atoms 1 to 6, given in e: atom 1 (N): -0.849, atom 2 (C): -0.250, atom 3 (C): -0.242, atom 4 (N): -0.652, atom 5 (C): -0.615, atom 6 (C): -0.093

---

Stability ranking, top entry: *a*; the second entry is 2.329 eV less favorable.